[1]
{"formula": "C42H48NO2PtSi", "method": "ωB97M-V with the def2-TZVPD basis set", "elements": ["Pt", "O", "C", "C", "C", "C", "C", "C", "C", "C", "C", "O", "C", "C", "C", "C", "C", "C", "C", "C", "C", "C", "C", "C", "N", "C", "C", "C", "C", "C", "C", "C", "C", "C", "C", "C", "C", "H", "H", "H", "H", "H", "H", "H", "H", "H", "H", "H", "H", "H", "H", "H", "H", "H", "H", "H", "H", "H", "H", "H", "H", "H", "H", "H", "C", "Si", "C", "C", "C", "C", "C", "C", "C", "C", "H", "H", "H", "H", "H", "H", "H", "H", "H", "H", "H", "H", "H", "H", "H", "H", "H", "H", "H", "H", "H"], "positions_angstrom": [[-0.107037, -0.149942, -0.553161], [1.380160, 0.659617, -1.582196], [1.588554, 2.046075, -1.612678], [1.646190, 2.556447, -0.171019], [0.326072, 2.556717, 0.528302], [-0.166954, 3.738245, 1.050310], [-1.311258, 3.735386, 1.825091], [-1.889476, 2.523781, 2.143880], [-1.385295, 1.353804, 1.605211], [-1.952449, 0.038476, 2.041370], [-2.719427, -0.674538, 0.932993], [-1.834306, -1.001306, -0.100886], [-3.815845, 0.277362, 0.436080], [-3.620034, 1.040284, -0.708321], [-4.562400, 1.981792, -1.101422], [-5.714074, 2.167466, -0.353830], [-5.920843, 1.402710, 0.786899], [-4.978622, 0.463822, 1.178221], [-3.324161, -1.991103, 1.423763], [-3.802346, -2.873512, 0.454795], [-4.347150, -4.092786, 0.815672], [-4.427809, -4.452181, 2.156237], [-3.965251, -3.579600, 3.125093], [-3.416485, -2.354249, 2.760359], [-0.345703, 1.390982, 0.730872], [0.471110, 2.795366, -2.352597], [-0.650160, 2.138530, -2.838123], [-1.692948, 2.846087, -3.429064], [-1.619238, 4.222530, -3.543295], [-0.488069, 4.887820, -3.082439], [0.546741, 4.179705, -2.495867], [2.925503, 2.241488, -2.329229], [4.114365, 2.475410, -1.648769], [5.318541, 2.556924, -2.337533], [5.346153, 2.398796, -3.713484], [4.163097, 2.162456, -4.400073], [2.963436, 2.086175, -3.711894], [2.331773, 1.916585, 0.387770], [2.043458, 3.569826, -0.132300], [0.367049, 4.653368, 0.841258], [-1.722093, 4.660280, 2.207244], [-2.745061, 2.461340, 2.800386], [-1.145674, -0.602380, 2.402995], [-2.619893, 0.238355, 2.877637], [-2.730285, 0.892701, -1.308087], [-4.394550, 2.568657, -1.995735], [-6.451920, 2.896125, -0.661863], [-6.823650, 1.531080, 1.369322], [-5.158533, -0.139035, 2.060594], [-3.745432, -2.589896, -0.588246], [-4.717194, -4.764229, 0.052008], [-4.854622, -5.404593, 2.440476], [-4.029804, -3.847069, 4.171505], [-3.060414, -1.696893, 3.543328], [-0.699852, 1.056629, -2.803079], [-2.554152, 2.313223, -3.812684], [-2.425683, 4.775522, -4.005710], [-0.410939, 5.961650, -3.189966], [1.435014, 4.706348, -2.163945], [4.125750, 2.607281, -0.573008], [6.234398, 2.746925, -1.793767], [6.283335, 2.463437, -4.249663], [4.173790, 2.042604, -5.475276], [2.043224, 1.907640, -4.254210], [0.164131, -2.830568, 1.721324], [1.245439, -1.845700, 0.576135], [1.386818, -2.735741, -1.093210], [0.084799, -2.299641, -1.786761], [1.323568, -4.262893, -0.948816], [2.590810, -2.345694, -1.952806], [2.729731, -1.130382, 1.480960], [3.786768, -0.546937, 0.535734], [2.273913, -0.068854, 2.491364], [3.342628, -2.316051, 2.255213], [0.685824, -3.770819, 1.923087], [-0.807753, -3.057908, 1.284944], [-0.003900, -2.345673, 2.684871], [-0.832282, -2.605493, -1.290071], [0.057540, -2.646989, -2.828600], [0.022953, -1.192760, -2.113226], [0.442542, -4.600453, -0.402923], [2.211241, -4.645438, -0.440053], [1.296058, -4.719359, -1.941668], [2.670300, -1.268088, -2.090336], [2.492977, -2.813997, -2.936937], [3.515521, -2.718594, -1.511973], [3.367204, 0.156841, -0.185702], [4.288237, -1.328534, -0.034689], [4.551751, -0.028388, 1.121040], [1.834505, 0.801394, 2.006757], [3.135647, 0.273872, 3.070206], [1.543178, -0.466386, 3.200729], [3.664695, -3.119545, 1.587882], [2.660839, -2.733621, 2.995896], [4.229924, -1.960693, 2.785948]], "atomic_forces_ev_per_a": [[-0.4, 0.4, 0.1], [0.3, -0.4, 0.0], [0.0, 0.1, -0.2], [0.0, 0.1, -0.1], [-0.1, -0.1, 0.1], [0.0, 0.0, 0.0], [0.0, 0.0, 0.0], [0.0, 0.0, 0.0], [0.1, 0.0, 0.0], [0.0, 0.1, 0.1], [0.0, -0.1, 0.0], [0.1, -0.3, -0.2], [0.1, 0.0, -0.1], [0.0, 0.0, 0.0], [0.0, 0.0, 0.0], [0.0, 0.0, 0.0], [0.0, 0.0, 0.0], [0.0, 0.0, 0.0], [0.0, 0.0, 0.0], [0.0, 0.0, 0.0], [0.0, 0.0, 0.0], [0.0, 0.0, 0.0], [0.0, 0.0, 0.0], [0.0, 0.0, 0.0], [-0.1, 0.1, 0.1], [0.0, -0.1, 0.1], [0.0, 0.0, 0.0], [0.0, 0.0, 0.0], [0.0, 0.0, 0.0], [0.0, 0.0, 0.0], [0.0, 0.0, 0.0], [0.0, -0.1, 0.0], [0.0, 0.1, 0.0], [0.0, 0.0, 0.0], [0.0, 0.0, 0.0], [0.0, 0.0, 0.0], [0.0, 0.0, 0.0], [0.0, 0.0, 0.0], [0.0, 0.0, 0.0], [0.0, 0.0, 0.0], [0.0, 0.0, 0.0], [0.0, 0.0, 0.0], [0.0, 0.0, -0.1], [0.0, 0.0, 0.0], [0.0, 0.0, 0.0], [0.0, 0.0, 0.0], [0.0, 0.0, 0.0], [0.0, 0.0, 0.0], [0.0, 0.0, 0.0], [0.0, 0.0, 0.0], [0.0, 0.0, 0.0], [0.0, 0.0, 0.0], [0.0, 0.0, 0.0], [0.0, 0.0, 0.0], [0.0, 0.0, 0.0], [0.0, 0.0, 0.0], [0.0, 0.0, 0.0], [0.0, 0.0, 0.0], [0.0, 0.0, 0.0], [0.0, 0.0, -0.1], [0.0, 0.0, 0.0], [0.0, 0.0, 0.0], [0.0, 0.0, 0.0], [0.0, 0.0, 0.0], [0.0, 0.1, 0.1], [0.0, -0.1, 0.0], [-0.1, 0.0, 0.0], [0.0, 0.2, -0.3], [0.1, 0.0, 0.1], [0.0, -0.1, 0.0], [0.0, 0.1, -0.1], [0.0, 0.1, 0.0], [0.0, -0.1, 0.0], [0.0, 0.0, -0.1], [0.0, 0.0, 0.0], [0.0, 0.0, 0.0], [0.0, 0.0, 0.0], [0.0, 0.0, 0.0], [0.0, -0.1, 0.0], [0.1, 0.1, 0.3], [0.0, 0.0, 0.0], [0.0, 0.0, 0.0], [0.0, 0.0, 0.0], [0.0, 0.0, 0.0], [0.0, 0.0, 0.0], [0.0, 0.0, 0.0], [0.0, -0.1, 0.1], [0.0, 0.0, 0.0], [0.0, 0.0, 0.0], [0.0, 0.0, 0.0], [0.0, 0.0, 0.0], [0.0, 0.0, 0.0], [0.0, 0.0, 0.0], [0.0, 0.0, 0.0], [0.0, 0.0, 0.0]], "relative_energy_ev": 0.000, "total_charge": 1, "homo_ev": -11.19, "orbital_gap_ev": 7.70}



[2]
{"formula": "C6H8OS2", "method": "ωB97M-V with the def2-TZVPD basis set", "elements": ["C", "C", "C", "C", "C", "C", "O", "S", "S", "H", "H", "H", "H", "H", "H", "H", "H"], "positions_angstrom": [[0.856723, -1.186835, -0.132329], [2.169691, -1.479785, -0.108605], [1.777729, 0.974928, -0.308472], [0.614216, 0.298649, -0.191511], [-1.760437, -1.481782, -2.070679], [-1.208730, 1.038187, 1.731324], [-0.938255, 2.311798, -0.511725], [3.212276, -0.119479, -0.300149], [-1.039848, 0.900445, -0.168540], [0.016078, -1.755840, 0.162975], [2.457936, -2.463801, 0.156453], [2.059946, 1.893008, -0.637321], [-1.988046, -0.320170, -2.477239], [-2.437179, -1.788270, -1.222757], [-2.210348, 0.878834, 1.971556], [-0.648818, 0.213798, 2.205702], [-0.932933, 2.086309, 1.901324]], "atomic_forces_ev_per_a": [[-0.2, 3.6, 0.8], [-0.6, 0.1, 0.1], [1.0, -3.2, 0.1], [1.2, -2.5, -0.2], [-0.4, 2.5, -0.6], [1.4, -0.9, -1.5], [-0.4, 1.6, -1.1], [-1.9, 0.3, 0.1], [0.4, -0.2, 2.1], [-0.4, -1.2, -0.1], [0.9, -0.6, -0.1], [0.0, 2.9, -0.4], [0.1, -3.1, 1.2], [0.1, 0.6, -0.7], [-1.9, -0.1, 0.3], [0.2, 0.8, 0.0], [0.4, -0.6, 0.2]], "relative_energy_ev": 5.463, "total_charge": 0, "homo_ev": [-9.00, -8.83], "orbital_gap_ev": [8.19, 7.97]}